(1)
20
Properties=species:S:1:pos:R:3 method="wB97M-V/def2-TZVPD" charge=-1 gap_ev="2.269 / 9.120" mol_weight_g_mol=103.165 multiplicity=2 s_squared=0.750 e_tot_ha=-328.20818
H -5.4394 -4.4417 -0.8921
H -0.2887 0.8269 -1.1503
H 2.0864 1.7498 -1.7159
H 1.5828 -1.0688 -0.8233
H 3.2730 -0.4742 -1.1473
N 1.0202 1.2595 2.0260
C 1.7251 1.1806 -0.8359
C -1.1898 0.5287 1.2954
H 0.8647 0.6112 2.7932
H -4.5515 -3.4816 -1.6266
H 2.6089 -0.4026 0.3716
C 2.3193 -0.2387 -0.6753
H 2.2906 1.6873 -0.0336
C 0.2724 1.4427 -0.4487
H -1.6685 0.2321 2.2195
H -1.8105 0.5237 0.4117
C 0.0143 1.0243 1.0053
H 1.8444 0.8666 1.5786
H 0.0638 2.5088 -0.5906
O -5.0175 -4.3343 -1.7619

***

(2)
67
Properties=species:S:1:pos:R:3 method="wB97M-V/def2-TZVPD" charge=+4 gap_ev="9.388 / 6.169" mol_weight_g_mol=650.812 multiplicity=5 s_squared=6.049 e_tot_ha=-1578.15668
N -0.5460 -0.6378 3.0846
C 0.1303 -3.9166 -0.4678
C -0.9882 -2.5394 1.6301
C -1.8085 0.8373 0.4312
H -0.5741 2.2955 4.7810
C -0.5568 -4.6145 0.5192
C -0.1201 4.0255 3.0141
H -1.4257 0.1988 4.8080
H 0.4099 0.9581 -5.9871
N -2.1169 0.3902 -3.8762
H 0.5946 -2.2419 3.8537
H 5.2820 -1.4227 2.9024
H -3.6841 1.5454 -3.1117
H 0.9465 2.6721 -0.3745
C 0.6249 4.4438 0.7786
C -1.2512 -0.4112 -5.9905
C 0.1273 -0.0021 -5.5294
C 0.6375 3.0839 0.5807
H 0.1108 5.9919 2.1856
H -1.6676 -4.4380 2.3536
N 0.1921 0.1476 -4.0797
N -0.3470 -1.8704 0.6549
C -1.1356 0.5084 3.7980
N 1.8185 -0.3107 1.6663
C 1.9354 -0.9387 2.8491
C -2.2388 0.5224 -5.3217
H -1.3279 -0.3318 -7.0735
C -0.8930 0.2320 -3.2422
H 0.8586 -0.7172 4.6641
H -2.0361 1.5649 -5.6108
C 1.5233 0.2228 -3.5211
Os 0.0072 0.2011 0.8007
C -1.1273 -3.9143 1.5757
H 0.8042 1.3861 4.2290
C -0.2018 1.7097 3.9424
H 1.4703 0.4333 -2.4600
C -0.0413 2.6560 2.7788
H 3.2509 -1.8616 4.2657
H 0.7056 -1.9544 -1.1313
C 3.1747 -1.3566 3.3111
C 2.9274 -0.0609 0.9284
C -3.3214 0.5089 -3.1036
H -3.1507 0.1850 -2.0902
H 2.7880 0.4807 -0.0017
O -2.8261 1.2911 0.3083
H 0.5990 -4.4289 -1.2961
H 2.0576 -0.7152 -3.6963
C 4.3054 -1.1207 2.5446
O -0.7693 0.1962 -1.9991
H -1.7231 -2.3234 3.6332
C 0.1950 4.9265 2.0113
C -1.5131 -1.6969 2.7616
C 0.2054 -2.5436 -0.3720
N 0.2966 2.2064 1.5529
H -1.4662 -1.4482 -5.7231
H -0.6400 -5.6927 0.4659
H -2.4629 -1.2449 2.4611
H 0.9351 5.1113 -0.0129
H -2.0488 0.8069 3.2789
C 4.1820 -0.4588 1.3248
C 0.6935 -1.1672 3.6824
H 5.0415 -0.2497 0.7038
H -0.4210 4.3802 3.9903
H -4.1143 -0.0889 -3.5591
H -3.2672 0.3126 -5.6100
H 0.8907 -0.7202 -5.8366
H 2.0904 1.0078 -4.0282

***

(3)
76
Properties=species:S:1:pos:R:3 method="wB97M-V/def2-TZVPD" gap_ev=9.966 mol_weight_g_mol=453.647 multiplicity=1 e_tot_ha=-1464.95690
N 0.8794 -4.7732 2.3893
H 4.1200 -4.0149 1.1537
C 0.3143 5.6454 -2.2512
C -2.1964 -0.5157 -4.8783
H 4.3573 -6.9515 2.0111
H -0.5026 0.2717 -3.7712
C -1.1975 -0.5672 -3.7302
C 1.9779 -4.6751 2.7155
H 0.8491 -2.2779 0.9896
C 0.9489 4.0424 4.1543
H 3.2677 -1.3303 0.9178
H -2.2873 5.0377 -1.6654
H -4.7343 -0.4369 2.0843
C -0.5164 3.9374 3.7145
C 1.6872 0.1640 1.0746
C -0.6073 0.5160 -6.4652
H -1.7076 -0.5244 -2.7680
C -3.4079 0.4992 0.6670
C 0.7312 -1.9463 -0.0460
H -0.3642 4.8289 -4.0428
H 3.5366 -3.5693 3.5276
H -2.9066 -1.3391 -4.7842
H -2.6721 4.3400 -3.2288
H -1.3342 -1.2234 1.5571
H -0.9233 2.5747 -2.8740
H -2.7742 0.4097 -4.8250
H -2.1555 -3.4947 -0.1013
H -0.1875 4.3540 1.6094
H 1.7650 -0.3104 -1.0221
H 1.3888 -2.5519 -0.6820
H -0.7184 -3.8328 0.8409
H -0.9627 -1.5348 -6.3468
N 2.1632 1.7699 3.7262
O -0.6203 -2.1966 -0.4590
C -1.8645 4.4885 -2.5096
H -2.2706 -0.5848 -7.0506
H 0.8917 0.3436 1.8033
H 0.1518 0.0851 -0.4628
H 2.3551 -1.4207 2.4092
N -3.3366 -1.8434 1.3327
H -1.7809 -2.6182 2.5675
C 4.1609 -6.1649 1.2799
O -2.4788 1.2226 0.5362
C -1.5261 -0.6047 -6.2537
H 1.0149 4.2910 5.2144
C -0.6718 3.6048 2.2372
C 3.3846 -4.5623 3.1019
H 3.5285 -0.1253 2.2288
H 5.3434 -4.6440 2.2419
C 1.6573 2.7813 3.9344
F -4.3399 0.4252 -0.3097
H 4.8602 -6.2928 0.4539
N 0.1107 1.4047 -6.5972
H 1.4650 4.8247 3.5949
H -3.0592 -0.1722 2.6153
H -1.7259 3.5667 1.9627
C 4.3154 -4.7835 1.9039
C 2.7894 -0.7159 1.6899
C -0.7805 5.3462 -3.1761
H -1.0063 4.8878 3.9340
C 1.0623 -0.4577 -0.1925
H 2.1279 1.1278 0.8032
C -3.6865 -0.4772 1.7766
H -0.5687 3.2484 -1.2812
H -3.4441 -1.8701 0.3224
C -1.9071 -2.1607 1.5834
H -0.2383 2.6312 2.0017
H -0.6156 -1.4905 -3.7541
N 1.1648 5.8638 -1.5084
H 3.5826 -5.2966 3.8849
H -2.1437 2.5432 -1.5987
H -1.1946 6.2947 -3.5209
C -1.3447 3.1361 -2.0384
H -1.0149 3.1748 4.3169
C -1.3312 -3.0198 0.4455
H 3.1540 -6.3116 0.8865